No. 1
C13H10Cl5NOs | ωB97M-V with the def2-TZVPD basis set

XYZ file:
```
30
Properties=species:S:1:pos:R:3
C 0.37 -0.77 -3.12
C -0.97 -0.88 -2.69
C -0.97 -1.64 -1.49
C 0.37 -1.97 -1.14
C 1.23 -1.44 -2.17
Os -0.04 0.46 -1.30
N 1.75 1.21 -1.90
C -1.14 2.08 -1.25
C -1.93 1.08 -0.66
H -1.88 -1.95 -0.96
H -1.84 -0.42 -3.19
H 0.72 -2.53 -0.27
H 2.31 -1.41 -2.17
H 0.71 -0.18 -3.98
H -2.67 0.68 -1.38
H -0.69 2.94 -0.72
H 1.59 1.85 -1.10
H -2.13 1.26 0.43
H -1.19 2.45 -2.29
Cl 2.24 1.92 0.88
C 1.28 0.80 1.77
C 0.29 0.07 1.15
C -0.50 -0.75 1.96
Cl -1.98 -1.47 1.40
C -0.20 -0.96 3.34
Cl -1.05 -2.16 4.24
C 0.83 -0.21 3.95
Cl 1.19 -0.44 5.61
C 1.54 0.72 3.16
Cl 2.74 1.69 3.89
```

Output
* electronic energy: -2947.38460 Ha
* energy relative to the best compared isomer or geometry (same formula, charge and spin): 56.47 kcal per mole
* molar mass: 547.73 g/mol
* spin multiplicity: 5
* gap between HOMO and LUMO (alpha / beta): 4.265 / 3.493 eV
* strongest force on any atom: 5.34 eV/Å



No. 2
C18H32As4Cl3ReS4Si | ωB97M-V with the def2-TZVPD basis set

XYZ file:
```
63
Properties=species:S:1:pos:R:3
Re 1.55 1.58 -0.23
S 3.48 1.90 -1.92
As 4.67 1.54 -0.21
S 3.71 -0.01 0.78
S 2.94 3.57 0.75
S 6.66 1.94 -0.01
C 1.32 0.11 3.11
As 0.16 0.72 1.64
C -1.31 1.76 2.40
C -0.95 -0.78 1.09
C -0.45 -2.02 0.32
C 0.74 -2.64 1.03
C -0.27 -1.67 -1.15
As 1.12 -0.36 -1.69
C 0.71 0.22 -3.44
C 2.71 -1.66 -1.89
C -1.71 -2.94 0.38
As -1.75 -4.76 1.15
C -0.79 -5.72 -0.29
C -3.62 -4.91 0.56
H 0.77 0.08 4.09
H 2.20 0.77 3.27
H 1.64 -0.97 3.05
H -1.91 1.10 3.03
H -1.87 2.01 1.53
H -0.97 2.66 2.96
H -1.68 -0.24 0.49
H -1.28 -1.17 2.06
H 1.69 -2.08 1.07
H 1.12 -3.52 0.50
H 0.51 -3.00 2.07
H -1.23 -1.39 -1.53
H -0.04 -2.63 -1.66
H 1.64 0.57 -3.95
H 0.01 1.02 -3.49
H 0.54 -0.59 -4.11
H 2.43 -2.24 -2.80
H 2.79 -2.31 -1.06
H 3.61 -1.09 -2.10
H -2.01 -3.11 -0.69
H -2.50 -2.45 0.93
H 0.22 -5.54 0.04
H -1.06 -5.33 -1.28
H -0.98 -6.75 -0.28
H -4.06 -4.00 0.84
H -4.19 -5.73 1.06
H -3.57 -5.00 -0.57
C 0.27 2.59 -0.81
C -0.83 3.36 -1.32
C -2.02 2.76 -1.73
C -3.10 3.55 -2.11
C -3.15 4.92 -1.91
C -1.96 5.55 -1.62
C -0.86 4.76 -1.35
H -2.01 1.69 -1.95
H -4.00 3.02 -2.35
H -4.01 5.57 -2.14
H -1.92 6.58 -1.44
H 0.05 5.33 -0.96
Cl 1.39 3.59 3.75
Si 3.18 3.75 2.83
Cl 4.50 2.44 3.76
Cl 3.77 5.61 3.50
```

Output
* electronic energy: -12989.43027 Ha
* energy relative to the best compared isomer or geometry (same formula, charge and spin): 0.00 kcal per mole
* molar mass: 997.06 g/mol
* gap between HOMO and LUMO: 7.260 eV
* strongest force on any atom: 3.24 eV/Å